1.
2 unconnected molecules or ions with the total composition C4H10O5. Source: the Open Molecules 2025 dataset; level of theory: the ωB97M-V functional and the def2-TZVPD basis.

Results
Gap between HOMO and LUMO in eV: 10.82
Calculated total energy in eV: -14544.2790
SMILES: CCC(O)(O)OO.C=O
F_max in eV/A: 0.99

Last column: natural (NBO) charge in e.
CARTESIAN COORDINATES (ANGSTROEM)
C -0.53281 -1.76103 1.06033  -0.61
C -0.57622 -1.09189 -0.30657  -0.45
C 0.77463 -0.46705 -0.69653  0.72
O 1.60357 -1.48399 -1.10684  -0.70
O 0.68356 0.46691 -1.69899  -0.73
O 1.38284 0.11538 0.49396  -0.32
O 1.58137 1.50621 0.40295  -0.45
H -0.41565 -1.02179 1.84867  0.21
H -1.45053 -2.31969 1.23222  0.21
H 0.31152 -2.44086 1.10379  0.22
H -0.80205 -1.82391 -1.08330  0.22
H -1.34447 -0.31695 -0.32632  0.20
H 2.37420 -1.10380 -1.54791  0.48
H -0.00681 1.12552 -1.49146  0.51
H 2.51422 1.60273 0.15066  0.46
C -1.52601 2.24917 0.49560  0.30
O -1.44294 2.14475 -0.69146  -0.53
H -0.77663 1.82234 1.18210  0.13
H -2.35170 2.79794 0.97914  0.11


2.
2 unconnected molecules or ions with the total composition C4H10O5S at a distorted geometry. Source: the Open Molecules 2025 dataset; level of theory: the ωB97M-V functional and the def2-TZVPD basis.

Results
Gap between HOMO and LUMO in eV: 10.40
Calculated total energy in eV: -25380.8645
F_max in eV/A: 4.73

Last column: natural (NBO) charge in e.
CARTESIAN COORDINATES (ANGSTROEM)
C 0.68762 -1.15950 -1.96156  -0.75
C 2.81289 -0.87871 -0.51058  -0.71
C -0.99490 1.59930 2.09620  0.24
C 1.44208 -0.36288 -0.86821  0.63
O -3.65501 0.40381 0.48692  -0.92
O -0.75902 2.40768 1.02300  -0.73
O 1.00458 0.63718 -0.34429  -0.59
O -1.49121 0.27865 1.83956  -0.73
O -2.17871 -1.50833 0.27226  -0.95
S -2.00462 -0.11856 0.36449  1.77
H -0.14301 -1.53310 -1.39464  0.26
H 0.28065 -0.48927 -2.70431  0.24
H 1.18727 -1.87699 -2.58906  0.23
H 3.32161 -1.05614 -1.51226  0.22
H 2.73416 -1.84597 -0.12468  0.24
H 3.49318 -0.26160 0.00030  0.23
H -1.62034 2.08154 2.82050  0.17
H 0.05089 1.43984 2.60712  0.15
H 0.02876 2.46300 0.54058  0.52
H -4.19687 -0.21997 -0.04136  0.49


3.
2 unconnected molecules or ions with the total composition C4H10OS at a distorted geometry. Source: the Open Molecules 2025 dataset; level of theory: the ωB97M-V functional and the def2-TZVPD basis.

Results
Gap between HOMO and LUMO in eV: 9.71
Calculated total energy in eV: -17191.3372
SMILES: C=CO.CCS
F_max in eV/A: 2.01

Last column: natural (NBO) charge in e.
CARTESIAN COORDINATES (ANGSTROEM)
C -1.28493 -3.14275 -0.55717  -0.51
C -1.59650 -2.61016 0.61246  0.14
O -1.19459 -1.35057 0.98360  -0.69
H -1.33701 -4.21235 -0.67347  0.21
H -0.75397 -2.57593 -1.30682  0.20
H -2.34625 -3.04078 1.27228  0.17
H -1.12392 -1.33688 1.94564  0.48
C 0.52030 2.86605 0.09779  -0.63
C 1.14767 1.68192 -0.62513  -0.52
S 2.20524 0.79239 0.53725  -0.04
H 0.09899 3.55214 -0.65966  0.21
H -0.37522 2.63565 0.67786  0.22
H 1.19353 3.58176 0.56563  0.22
H 1.71531 2.09310 -1.45556  0.21
H 0.34161 1.10013 -1.07288  0.22
H 2.78972 -0.03370 -0.34182  0.12


| no. | highest occupied orbital energy (Ha) |
| --- | --- |
| 1 | -0.3806 |
| 2 | -0.3565 |
| 3 | -0.3264 |